124
Properties=species:S:1:pos:R:3 method="wB97M-V/def2-TZVPD" homo_ha="-0.3551 / -0.3551" e_tot_ev=-120326.2199 max_force_ha_per_bohr=0.0326 homo_lumo_gap_ev="6.3662 / 6.3667" charge=+1 relative_energy_kj_mol=21.6
Rh -0.37 -0.38 0.59
C -0.91 -1.34 4.18
Si 0.04 -0.38 2.88
C 1.72 -1.28 2.93
C 2.23 -1.71 4.16
C 3.21 -2.69 4.23
C 3.67 -3.29 3.06
C 3.21 -2.84 1.84
C 2.26 -1.82 1.76
P 1.83 -1.01 0.19
C 2.43 -2.19 -1.12
C 2.38 -1.64 -2.56
C 0.97 -1.36 -3.06
C -0.02 -2.45 -2.60
C 0.75 -3.73 -2.29
C 1.68 -3.54 -1.08
C 3.11 0.32 0.27
C 4.52 -0.13 0.68
C 5.47 1.06 0.57
C 5.65 1.50 -0.89
C 4.48 1.04 -1.76
C 3.16 1.20 -1.01
C -0.25 1.43 3.29
C -0.36 1.81 4.63
C -0.89 3.04 5.00
C -1.38 3.90 4.03
C -1.27 3.55 2.69
C -0.70 2.34 2.32
P -0.44 1.95 0.56
C 0.74 3.35 0.10
C 1.85 3.48 1.17
C 2.91 4.50 0.75
C 2.28 5.87 0.42
C 0.78 5.86 0.66
C 0.10 4.75 -0.14
C -2.13 2.11 -0.33
C -2.32 0.88 -1.26
C -1.54 1.04 -2.56
C -1.98 2.27 -3.33
C -1.79 3.51 -2.47
C -2.54 3.35 -1.16
H -0.35 -1.25 5.12
H -0.99 -2.39 3.93
H -1.91 -0.95 4.32
H 1.85 -1.29 5.08
H 3.59 -3.00 5.19
H 4.40 -4.09 3.11
H 3.61 -3.30 0.94
H 3.48 -2.32 -0.86
H 2.85 -2.40 -3.20
H 2.99 -0.75 -2.66
H 0.99 -1.30 -4.15
H 0.65 -0.39 -2.70
H -0.78 -2.63 -3.36
H -0.55 -2.10 -1.71
H 1.33 -4.01 -3.17
H 0.06 -4.55 -2.08
H 2.41 -4.36 -1.06
H 1.11 -3.62 -0.16
H 2.71 0.90 1.10
H 4.88 -0.95 0.06
H 4.50 -0.49 1.71
H 6.43 0.80 1.01
H 5.06 1.88 1.17
H 6.58 1.10 -1.30
H 5.74 2.59 -0.94
H 4.64 0.00 -2.06
H 4.45 1.63 -2.68
H 2.31 1.00 -1.66
H 3.09 2.24 -0.72
H -0.02 1.14 5.41
H -0.95 3.31 6.05
H -1.84 4.84 4.31
H -1.66 4.23 1.94
H 1.21 3.01 -0.83
H 2.31 2.52 1.36
H 1.40 3.80 2.11
H 3.45 4.13 -0.12
H 3.64 4.60 1.55
H 2.47 6.14 -0.62
H 2.74 6.65 1.03
H 0.35 6.82 0.36
H 0.56 5.75 1.73
H 0.19 5.00 -1.20
H -0.96 4.77 0.09
H -2.79 2.03 0.53
H -3.38 0.75 -1.48
H -2.00 -0.05 -0.74
H -1.66 0.14 -3.18
H -0.47 1.13 -2.33
H -3.03 2.17 -3.60
H -1.42 2.36 -4.27
H -2.14 4.39 -3.00
H -0.72 3.65 -2.29
H -3.60 3.20 -1.39
H -2.49 4.25 -0.56
S -7.36 0.01 -1.30
C -5.93 -0.41 -0.62
S -5.26 0.53 0.70
C -3.85 -0.47 0.71
N -3.87 -1.41 -0.16
N -5.03 -1.40 -0.90
C -5.12 -2.46 -1.86
C -6.32 -2.81 -2.47
C -6.34 -3.85 -3.39
C -5.20 -4.56 -3.69
C -4.00 -4.21 -3.07
C -3.96 -3.17 -2.16
S -2.56 -0.16 1.82
H -7.23 -2.28 -2.24
H -7.28 -4.10 -3.86
H -5.23 -5.37 -4.41
H -3.10 -4.76 -3.30
H -3.03 -2.91 -1.68
N -0.97 -5.31 0.05
C -2.08 -4.95 0.92
C -2.00 -3.51 1.38
O -2.60 -3.09 2.31
O -1.18 -2.73 0.58
H -0.18 -5.65 0.59
H -0.76 -3.38 -0.02
H -1.22 -6.05 -0.59
H -2.19 -5.57 1.81
H -3.02 -5.03 0.36